No. 1
Below is C9H21BrGaNO2PS as an isolated structure, with properties calculated with ωB97M-V/def2-TZVPD.

Last column: Löwdin charge in e.
Cartesian coordinates (Å):
C1 -2.2311 2.4132 0.6820  -0.079
C2 -1.4298 1.4521 1.5432  -0.606
C3 -0.7049 0.4178 0.6917  -0.099
N1 -1.4264 1.5219 2.7847  -0.028
Ga1 0.3398 1.3071 3.6337  -0.174
Br1 0.1246 1.6390 6.0428  -0.088
P1 1.6758 3.0813 2.8143  0.650
C4 2.4177 2.4755 1.2086  -0.409
C5 0.4748 4.4627 2.4292  -0.396
H1 -1.5224 2.9152 0.0309  0.063
H2 -2.7927 3.1035 1.2918  0.062
H3 -2.9108 1.8267 0.0671  0.055
H4 -0.2128 -0.3159 1.2970  0.024
H5 -0.0172 0.9012 0.0025  0.068
H6 -1.4719 -0.0347 0.0660  0.058
H7 1.0138 -0.1190 3.3564  -0.093
H8 1.8473 2.7372 0.3223  0.010
H9 3.4427 2.8048 1.1398  -0.010
H10 2.4385 1.3928 1.2604  -0.004
H11 0.8402 5.3731 2.8859  -0.009
H12 -0.4771 4.2090 2.8803  -0.003
H13 0.3249 4.6373 1.3684  0.010
C6 -0.1621 -4.5005 -2.4549  -0.226
C7 -1.0095 -3.5138 -3.2696  -0.218
C8 -0.8020 -2.1207 -2.6614  -0.219
S1 0.8378 -2.1336 -1.9248  0.655
O1 0.6980 -1.9977 -0.5029  -0.303
O2 1.7141 -1.2803 -2.6855  -0.323
C9 1.2069 -3.8457 -2.3004  -0.234
H14 -0.0870 -5.4710 -2.9445  0.111
H15 -0.6139 -4.6524 -1.4723  0.119
H16 -0.6727 -3.5171 -4.3087  0.113
H17 -2.0637 -3.7886 -3.2666  0.111
H18 -0.8440 -1.3322 -3.4081  0.102
H19 -1.5153 -1.9148 -1.8658  0.099
H20 1.8058 -4.2681 -1.4973  0.106
H21 1.7650 -3.8652 -3.2363  0.104

Output
Total charge: -1
E_HOMO: -3.6 eV



No. 2
Below is C5H8N2 in the gas phase, with properties calculated with ωB97M-V/def2-TZVPD.

Last column: Löwdin charge in e.
Cartesian coordinates (Å):
C1 -2.0098 0.6498 -0.3347  -0.079
C2 -1.5537 -0.6051 0.3416  -0.205
N1 -0.3932 -1.1300 0.3703  0.063
C3 0.7635 -0.4381 0.1074  -0.374
C4 1.9655 -1.2753 -0.2448  -0.044
C5 0.8636 0.8725 0.2674  -0.139
N2 1.1048 2.0638 0.1960  0.160
H1 -2.1181 1.4466 0.4032  0.079
H2 -1.2767 0.9827 -1.0686  0.071
H3 -2.9764 0.4942 -0.8105  0.073
H4 -2.3403 -1.2334 0.7498  0.099
H5 2.8700 -0.6719 -0.2531  0.075
H6 2.0625 -2.0775 0.4839  0.074
H7 1.8322 -1.7238 -1.2290  0.076
H8 1.2060 2.6455 1.0210  0.071

Output
Energy above the lowest of the compared OMol25 structures with the same formula, charge and spin: 50.7 kcal per mole
E_HOMO: -7.8 eV



No. 3
Below is an isolated ion of composition C5H13N2 and charge +1, with properties calculated with ωB97M-V/def2-TZVPD.

Last column: Löwdin charge in e.
Cartesian coordinates (Å):
C1 -1.8472 0.8716 1.6727  -0.047
C2 -0.6929 0.1726 0.9956  -0.311
N1 0.5324 -0.0102 1.9948  0.210
C3 -0.1384 0.7685 -0.2909  -0.173
C4 0.8739 -0.1662 -0.9343  -0.152
C5 0.5665 -0.8827 -2.0355  -0.205
N2 1.4060 -1.4958 -2.9044  0.077
H1 -2.7056 0.4726 1.1382  0.093
H2 -2.1572 1.8693 1.3056  0.099
H3 -1.8458 0.8881 2.7601  0.090
H4 -0.9395 -0.8942 0.8559  0.154
H5 1.1925 -0.4343 1.3303  0.123
H6 0.5378 -0.4857 2.8957  0.171
H7 0.9412 0.9183 2.1279  0.165
H8 0.2452 1.7942 -0.1881  0.133
H9 -0.9863 0.8226 -0.9819  0.129
H10 1.9150 -0.2008 -0.5700  0.104
H11 -0.4587 -0.9018 -2.4349  0.135
H12 2.3949 -1.3001 -2.9090  0.104
H13 1.1662 -1.8063 -3.8279  0.102

Output
Total charge: +1
Energy above the lowest of the compared OMol25 structures with the same formula, charge and spin: 52.2 kcal per mole
E_HOMO: -11.8 eV



No. 4
Below is C39H36N5OPtS3 as an isolated structure, with properties calculated with ωB97M-V/def2-TZVPD.

Last column: Mulliken spin population.
Cartesian coordinates (Å):
Pt1 2.1264 -1.6209 0.2011  1.375
N1 6.0359 -1.6654 1.9311  0.001
C1 4.7962 -1.7207 1.4149  -0.015
O1 4.3957 -1.1127 0.4239  0.050
C2 3.9710 -2.7340 2.1762  -0.014
C3 2.5121 -2.3230 2.1481  0.310
H1 6.7038 -0.9923 1.5542  -0.001
H2 6.2128 -2.1269 2.8361  0.001
H3 4.3439 -2.9108 3.1681  0.022
H4 4.1524 -3.7212 1.7023  0.004
H5 2.2896 -1.4562 2.8288  0.000
H6 1.8793 -3.1819 2.3529  -0.003
N2 0.3764 -1.8766 -1.0873  0.078
S1 -0.9951 -1.9565 -0.6485  -0.018
N3 -1.5561 -0.7954 0.3660  0.003
S2 -1.1445 0.6805 0.1558  0.013
N4 -0.0051 1.2985 -0.7474  0.003
S3 1.5377 1.2614 -0.2019  -0.030
N5 1.9044 0.4486 0.9462  0.093
C4 2.4590 0.9924 -1.7523  0.085
C5 1.9395 0.1547 -2.7594  -0.052
C6 2.7170 -0.0447 -3.9005  0.003
C7 3.9136 0.6278 -4.0598  -0.001
C8 4.3689 1.4639 -3.1001  0.003
C9 3.6674 1.6288 -1.8956  0.004
C10 1.7829 2.9933 0.0428  0.038
C11 1.4680 3.9294 -0.9569  -0.001
C12 1.5272 5.2799 -0.5940  0.001
C13 1.7910 5.6565 0.7399  -0.001
C14 2.1572 4.7176 1.7090  0.000
C15 2.1741 3.3810 1.3133  -0.007
C16 -1.0662 1.2733 1.8948  0.001
C17 -0.9511 0.2647 2.8414  0.008
C18 -0.6866 0.5851 4.1869  -0.002
C19 -0.5996 1.9249 4.5215  0.000
C20 -0.6847 2.8852 3.5372  0.000
C21 -0.8623 2.5738 2.2013  -0.003
C22 -2.5917 1.5795 -0.4544  -0.002
C23 -2.4333 2.5981 -1.3694  0.000
C24 -3.5819 3.3093 -1.7013  0.000
C25 -4.8302 2.9795 -1.2324  0.000
C26 -4.9313 2.0083 -0.2356  0.000
C27 -3.7724 1.3174 0.1866  0.000
C28 -1.3853 -3.3670 0.3896  -0.003
C29 -2.2354 -3.2844 1.4659  0.000
C30 -2.5226 -4.4489 2.1943  0.001
C31 -1.8767 -5.6387 1.9349  0.001
C32 -1.0436 -5.7455 0.8390  0.004
C33 -0.7858 -4.6296 0.0528  0.035
C34 -2.2797 -1.9999 -1.9336  0.011
C35 -3.6366 -1.9639 -1.6236  -0.004
C36 -4.5176 -2.1000 -2.6611  0.001
C37 -4.0538 -2.3764 -3.9450  0.000
C38 -2.7120 -2.4830 -4.2300  0.002
C39 -1.7615 -2.2460 -3.2040  0.009
H7 1.0590 -0.3340 -2.6203  -0.002
H8 2.3256 -0.7246 -4.6287  0.000
H9 4.4600 0.4887 -4.9825  0.000
H10 5.3141 2.0618 -3.2555  0.000
H11 4.2028 2.1424 -1.2078  0.000
H12 1.2016 3.6108 -1.9263  0.001
H13 1.2918 6.0263 -1.3487  0.000
H14 1.6511 6.7342 1.0509  0.000
H15 2.3735 5.0839 2.7585  0.000
H16 2.3912 2.5662 1.9724  -0.003
H17 -0.9382 -0.7587 2.6011  -0.005
H18 -0.6392 -0.2530 4.8706  0.000
H19 -0.5051 2.2487 5.5943  0.000
H20 -0.4881 3.9041 3.7547  0.000
H21 -0.9558 3.2760 1.4226  0.000
H22 -1.4579 2.7325 -1.7971  0.000
H23 -3.5264 4.0535 -2.4549  0.000
H24 -5.6510 3.6443 -1.5299  0.000
H25 -5.9044 1.8226 0.2432  0.000
H26 -3.8482 0.6378 1.0377  0.000
H27 -2.6472 -2.3810 1.7715  0.000
H28 -3.2855 -4.3896 2.9604  0.000
H29 -2.0354 -6.5464 2.5445  0.000
H30 -0.5951 -6.7058 0.5533  0.000
H31 -0.1482 -4.7348 -0.8348  0.009
H32 -3.9090 -1.7747 -0.6095  0.000
H33 -5.6239 -2.1731 -2.5008  0.000
H34 -4.7868 -2.4835 -4.7537  0.000
H35 -2.3280 -2.7773 -5.2229  0.000
H36 -0.6985 -2.2880 -3.4252  -0.005

Output
Multiplicity: 3
Total charge: +1
E_HOMO (alpha / beta): -8.7 / -10.5 eV



No. 5
Below is a 3-piece molecular cluster, C5H12O2 overall, with properties calculated with ωB97M-V/def2-TZVPD.

Last column: Löwdin charge in e.
Cartesian coordinates (Å):
C1 -2.0022 -1.2610 -0.9920  -0.111
C2 -1.0600 -1.3055 0.2053  -0.163
C3 -0.3538 -0.0639 0.5613  -0.576
O1 0.0460 -0.0583 1.9015  -0.010
C4 0.7272 0.2748 -0.4110  -0.122
C5 1.4501 1.6043 -0.1044  -0.238
O2 2.1959 1.4402 1.1027  -0.087
H1 -1.8654 -2.1785 -1.5637  0.069
H2 -3.0739 -1.1974 -0.7423  0.077
H3 -1.7786 -0.4187 -1.6599  0.068
H4 0.3558 -2.0058 -0.2373  0.149
H5 -1.4704 -1.8224 1.0828  0.110
H6 -1.0372 0.7699 0.2992  0.163
H7 0.9406 0.3237 1.9320  0.069
H8 0.3756 0.2605 -1.4459  0.093
H9 1.1863 -1.2937 -0.4585  0.168
H10 0.7756 2.4855 0.0185  0.131
H11 2.1090 1.8544 -0.9437  0.108
H12 2.4059 2.3085 1.4674  0.100

Output
Energy above the lowest of the compared OMol25 structures with the same formula, charge and spin: 119.4 kcal per mole
E_HOMO: -8.6 eV



| no. | calculated total energy (a.u.) |
| --- | --- |
| 1 | -5799.159024 |
| 2 | -304.754659 |
| 3 | -307.538386 |
| 4 | -3170.070211 |
| 5 | -348.014548 |